Molecular formula: C12H48N24O12
Method: DFT, ωB97M-V with the def2-TZVPD basis set

- highest occupied orbital energy (spin up / spin down) (eV) = -1.144 / -6.430
- orbital gap (spin up / spin down) (eV) = 2.865 / 8.061
- ΔE to the lowest compared entry with this formula, charge and spin (eV) = 1.962
- spin multiplicity = 2
- total charge = -1

```
96
Properties=species:S:1:pos:R:3:forces:R:3:mulliken_charge:R:1
C -4.96808 15.26035 21.07778 -1.66 -3.75 -0.82 0.624
O -4.65122 16.33545 20.78869 2.02 7.03 -0.86 -0.685
N -5.52781 14.48326 20.13722 -1.28 -1.59 -2.36 -0.332
N -4.88655 14.64651 22.20368 0.88 -1.20 3.81 0.093
H -5.77066 14.97167 19.28717 0.07 -0.48 0.13 0.176
H -5.94388 13.59290 20.37012 -0.01 0.21 -0.35 0.152
H -4.66063 15.15687 23.04546 0.03 -0.18 0.00 0.024
H -5.12335 13.66743 22.27726 -0.13 0.41 0.35 -0.083
C -12.85538 13.33183 21.95263 -3.10 1.07 -3.95 0.271
O -13.31195 13.93024 20.95390 0.89 0.34 0.67 -0.756
N -13.66464 12.65170 22.72250 -1.35 -1.29 1.94 -0.170
N -11.60908 13.16445 22.23830 4.17 0.46 0.04 0.228
H -14.65783 12.70553 22.54703 0.40 -0.20 0.37 0.162
H -13.19293 12.15000 23.46134 -1.28 -0.16 0.27 0.000
H -11.31561 12.51893 22.95751 0.29 0.19 0.10 0.253
H -10.94076 13.57910 21.60464 -0.09 -0.19 0.31 0.037
C -6.71908 17.14213 24.59754 3.59 -2.77 -1.57 0.628
O -5.96954 16.21702 24.71907 2.74 -3.10 0.59 -0.580
N -7.67914 17.27247 25.38423 -5.92 1.24 4.78 -0.149
N -6.62443 17.95771 23.63505 -0.43 5.92 -5.57 -0.387
H -7.80385 16.47237 25.98787 -0.62 0.10 0.39 -0.098
H -8.32224 18.05049 25.34937 0.01 -0.40 0.22 0.192
H -7.39194 18.57890 23.42258 -0.06 -0.07 0.37 0.120
H -5.93951 18.08959 22.90457 0.56 -1.17 0.60 0.276
C -2.45561 13.78555 25.11457 2.09 1.67 -1.71 0.752
O -1.77620 13.49777 24.19165 3.62 -2.34 -3.90 -0.698
N -1.99162 14.64558 25.99752 -1.37 2.06 4.21 -0.249
N -3.71318 13.48272 25.05072 -3.65 -0.47 2.12 -0.081
H -2.70217 15.00142 26.62089 0.26 0.24 0.48 0.095
H -1.10581 15.09768 26.17373 0.00 -0.94 -1.05 0.189
H -4.05987 12.99859 24.23492 -0.15 0.13 0.54 -0.050
H -4.26168 13.75845 25.85273 -0.77 -0.35 -0.59 0.063
C -9.57940 15.11186 27.29472 -1.14 0.31 2.05 -1.380
O -8.37796 15.08788 27.18865 2.82 0.08 -0.12 0.273
N -10.22204 15.14631 28.50066 1.04 0.08 0.00 -0.596
N -10.37806 15.20850 26.27309 -0.97 0.01 -1.31 -0.268
H -9.58082 15.27194 29.27082 -0.63 -0.43 0.25 0.280
H -11.19278 14.87390 28.56026 0.08 0.01 0.46 0.521
H -11.34508 15.16956 26.56198 -0.56 0.10 -1.39 0.181
H -9.94247 15.30196 25.36665 -0.82 -0.19 -0.14 0.370
C -7.38098 12.60668 23.72328 2.55 -1.09 -0.22 0.893
O -6.17096 12.54054 23.41847 -0.34 0.39 0.38 -0.228
N -8.24540 11.78043 23.22871 -1.37 -2.04 -2.58 0.504
N -7.97648 13.26370 24.66752 -0.38 3.81 3.26 0.378
H -7.82001 11.03414 22.69749 -0.95 -0.32 -0.06 -0.303
H -9.18092 11.83696 23.60515 -0.02 -1.10 -0.50 0.026
H -7.55795 14.04519 25.15148 0.17 -0.07 -0.04 -0.229
H -8.96404 13.11094 24.81413 0.20 0.14 0.27 -0.126
C -4.45800 9.46384 19.76742 3.02 1.05 0.04 0.504
O -3.25432 9.26250 19.47924 -1.98 0.05 1.30 -0.747
N -5.01673 10.01253 20.89033 0.93 0.25 1.11 0.093
N -5.44234 9.31211 18.90477 -2.21 -0.82 -2.25 -0.217
H -6.02434 10.06818 20.93195 0.44 -0.14 0.42 0.030
H -4.49663 10.36045 21.68314 0.10 -0.22 -0.47 0.045
H -5.30156 9.03715 17.94317 0.28 0.12 0.40 0.217
H -6.28294 9.83908 19.09395 0.06 -0.45 -0.62 0.142
C -8.55201 8.84099 21.29222 -0.72 -1.75 -0.19 0.257
O -7.72844 9.64206 21.62847 1.77 2.19 -0.03 -0.269
N -8.94103 7.84023 22.04348 -1.09 -2.10 2.24 -0.465
N -9.13053 8.71113 20.11261 -0.73 1.60 -3.69 -0.316
H -8.47728 7.60486 22.90929 -0.21 0.03 -0.22 0.256
H -9.52061 7.19869 21.52135 0.36 -0.50 1.06 0.146
H -9.99892 8.24156 19.89931 0.32 -0.04 0.56 0.221
H -8.82475 9.31817 19.36554 0.15 0.25 -0.19 0.132
C -5.53964 8.72661 25.29459 -1.00 4.90 0.12 0.488
O -4.84247 7.94966 25.79530 4.05 -5.86 0.90 -0.628
N -5.34896 9.47038 24.21064 1.09 -0.34 -2.72 -0.105
N -6.43750 9.30235 26.06509 -4.42 1.19 2.62 -0.323
H -4.41844 9.36800 23.83151 -0.33 0.35 -0.38 0.155
H -5.91780 10.28700 24.03844 0.49 -0.03 -0.22 -0.051
H -6.88797 10.18749 25.88153 0.02 -0.33 -0.09 0.137
H -6.68158 8.82726 26.92230 0.11 0.23 -0.21 0.167
C -7.94778 11.66819 18.35306 0.59 -2.86 2.02 0.592
O -7.83404 10.48694 18.00702 -0.20 0.31 -0.58 -0.774
N -7.87892 12.72367 17.58048 -0.45 1.89 -2.33 -0.389
N -8.01642 11.99000 19.65995 -0.65 1.08 0.95 0.164
H -7.91625 12.55650 16.58511 -0.12 0.12 0.15 0.256
H -8.34802 13.54523 17.93415 0.33 0.14 -0.42 0.204
H -7.96059 11.32617 20.41910 -0.21 -0.27 -0.19 -0.432
H -8.43409 12.88971 19.85014 0.35 -0.16 0.56 0.256
C -11.74020 11.12688 25.15596 -0.88 0.87 1.16 -4.868
O -10.83876 11.60527 24.55076 3.33 2.72 -3.12 2.646
N -11.77692 9.92967 25.52772 1.17 -7.10 0.91 0.073
N -12.80684 11.68050 25.63243 -2.90 4.30 0.05 -0.575
H -11.15262 9.28884 25.05900 -0.25 -0.41 0.65 0.342
H -12.53175 9.73231 26.16911 0.61 -1.45 -0.16 0.205
H -12.79808 12.68986 25.66738 -0.48 0.36 0.54 0.530
H -13.39657 11.13144 26.24140 -0.45 0.74 0.24 0.422
C -4.83723 15.96643 28.05462 0.18 1.08 -1.08 0.592
O -3.66615 15.82382 28.22864 3.87 0.11 1.03 -0.814
N -5.39530 17.07090 27.63425 0.56 3.49 -0.33 -0.309
N -5.68979 15.04995 28.18468 -4.57 -6.92 1.25 -0.205
H -6.35872 17.15174 27.34202 0.59 0.37 0.08 0.212
H -4.64988 17.75235 27.62615 -0.94 0.85 -0.74 0.199
H -6.60194 14.99823 27.75410 -0.08 0.73 0.11 0.249
H -5.45364 14.13624 28.54450 0.63 0.32 -0.07 0.239
```
Forces are in eV/Å.